Record 1
Here is a cluster of 6 separate species, C9H30N2O5 in total from the OMol25 dataset. Energies are from ωB97M-V with the def2-TZVPD basis set.

Its calculated total energy is -23031.9096 eV. Its energy above the lowest of the compared OMol25 structures with the same formula, charge and spin is 82.0 kcal/mol. For the HOMO energy, the calculation gives -0.1472 hartree.

Each line ends with the Löwdin charge.
CARTESIAN COORDINATES (ANGSTROEM)
N -2.3980 1.7373 -0.3400  0.361
H -2.5959 1.6358 0.6452  0.131
H -3.2280 1.4942 -0.8617  0.130
H -1.5941 1.1801 -0.5916  0.126
H -2.3312 2.7421 -0.4178  0.136
C 1.7679 1.1943 1.4904  -0.074
C 2.1819 -0.2097 1.0055  -0.488
C 1.7601 -1.1473 2.1050  -0.178
C 1.6517 -2.6562 1.7899  -0.168
C 0.7747 -2.7941 0.5325  -0.164
C 1.2808 -1.9499 -0.7090  -0.434
N 1.4657 -0.5316 -0.2998  -0.238
O 1.3305 0.4382 -1.3003  -0.351
C 0.0916 -2.2132 -1.7911  -0.061
C 2.5718 -2.6392 -1.2760  -0.051
C 3.7464 -0.1999 0.8045  -0.040
H 0.6879 1.1502 1.6311  0.054
H 1.9640 1.9773 0.7579  0.069
H 2.2037 1.4973 2.4424  0.075
H 0.8327 -0.7618 2.5287  0.099
H 2.4377 -0.9366 2.9324  0.111
H 1.2659 -3.1948 2.6555  0.098
H 2.6650 -3.0370 1.6617  0.094
H -0.2432 -2.4532 0.7217  0.097
H 0.5966 -3.8459 0.3083  0.101
H -0.8313 -1.6806 -1.5615  0.038
H -0.3527 -3.2079 -1.8273  0.059
H 0.3698 -1.8992 -2.7971  0.061
H 3.0931 -2.0558 -2.0349  0.074
H 2.4410 -3.5804 -1.8100  0.064
H 3.2922 -2.8430 -0.4837  0.050
H 4.2186 0.2213 1.6920  0.059
H 4.2136 0.3027 -0.0424  0.077
H 4.2306 -1.1754 0.8507  0.055
O -2.4813 5.4632 0.7809  -0.056
H -1.7785 5.6859 1.3913  0.035
H -2.8587 6.3067 0.5313  0.034
O -4.1192 1.6743 3.2037  -0.056
H -3.9251 0.8289 3.6084  0.034
H -4.2606 2.2670 3.9419  0.035
O -5.2659 0.6938 -2.7601  -0.054
H -6.2175 0.7557 -2.6774  0.034
H -5.1241 -0.0441 -3.3532  0.036
O -1.2569 2.2685 -4.5493  -0.060
H -0.5977 2.1272 -3.8698  0.024
H -1.6755 1.4146 -4.6589  0.022

Record 2
Here is a structure of composition C9H30NO10Tl2 from the OMol25 dataset. Energies are from ωB97M-V with the def2-TZVPD basis set.

Its calculated total energy is -41121.1156 eV. The expectation value of S² is 1.767. For the HOMO energy (spin up / spin down), the calculation gives -0.7387 / -0.7295 hartree. The net charge is +4. Its spin multiplicity is 2.

Each line ends with the Löwdin charge.
CARTESIAN COORDINATES (ANGSTROEM)
Tl -12.1108 -3.7724 34.5285  1.111
Tl -13.2310 -7.7603 31.1638  1.117
O -9.0330 -5.2569 30.5568  0.130
C -10.1139 -5.1038 31.3534  -0.691
O -10.1230 -4.3359 32.3648  0.069
O -11.1479 -5.7086 31.0915  0.062
H -8.3749 -4.7387 31.0258  0.097
C -2.2170 -2.5235 29.7333  0.003
O -3.3811 -2.1984 30.4163  0.039
C -3.8385 -3.2557 31.4006  -0.068
C -4.8971 -4.1342 30.8482  -0.150
N -6.2815 -3.6039 31.0845  -0.021
C -6.5676 -2.2965 30.3548  -0.144
C -7.8201 -1.5466 30.7035  -0.147
O -7.8220 -0.8544 32.0141  -0.134
C -7.4472 -1.6444 33.1473  -0.050
H -2.4709 -3.2406 28.9527  0.144
H -1.3474 -2.8800 30.2853  0.144
H -1.8151 -1.6504 29.2191  0.136
H -4.2300 -2.6433 32.2129  0.152
H -3.0185 -3.8581 31.7913  0.158
H -4.7637 -5.0776 31.3776  0.146
H -4.7089 -4.2101 29.7773  0.124
H -6.4857 -3.4520 32.0619  0.068
H -6.5783 -2.3364 29.2656  0.134
H -5.5969 -1.8170 30.4809  0.116
H -8.6619 -2.1924 30.4536  0.103
H -8.0674 -0.8274 29.9227  0.146
H -6.4811 -2.1409 33.0565  0.066
H -8.2240 -2.3960 33.0069  0.074
H -7.5689 -1.0872 34.0762  0.124
C -13.0415 -2.2913 30.7834  -0.170
O -11.9749 -2.2524 31.6147  -0.153
H -13.5851 -1.3465 30.7802  0.112
H -12.7531 -2.3844 29.7364  0.094
H -13.7182 -3.1211 30.9873  0.091
H -11.3301 -2.7824 31.1404  0.042
C -7.0210 -6.5498 28.2195  0.080
O -6.6184 -7.6037 27.2868  0.339
H -6.1613 -6.0781 28.6953  0.110
H -7.6925 -5.8816 27.6804  0.154
H -7.6734 -7.0433 28.9399  0.120
H -5.7019 -7.4012 27.0855  0.174
O -10.5152 -5.2003 28.2252  -0.005
H -10.6368 -4.2529 28.1633  0.085
H -10.0413 -5.3283 29.0470  -0.007
O -12.7082 -6.6312 28.5336  -0.158
H -12.8142 -6.9898 27.6525  0.070
H -11.9438 -6.0586 28.4693  -0.041
O -8.0403 -8.5690 31.8560  -0.017
H -8.3750 -8.1755 32.6618  0.039
H -7.8650 -7.8246 31.2803  -0.014